A structure of composition C16H39BaClO3P2S2Si2 at a distorted geometry, computed with the ωB97M-V functional and the def2-TZVPD basis.

Results
E_LUMO   -6.657 eV
Frontier orbital gap   0.2685 Eh
HOMO energy   -13.962 eV
Largest force on an atom   3.1 eV/A
Total charge   +2
Multiplicity   1

XYZ file:
```
66
Properties=species:S:1:pos:R:3:forces:R:3
C 6.925 -3.380 1.845 0.1 0.4 0.0
C 5.864 -2.748 0.939 0.2 -0.5 -0.2
C 6.384 -2.548 -0.505 0.1 0.4 0.5
C 6.463 -1.068 -0.882 -0.3 -0.2 0.1
C 5.097 -0.420 -1.106 0.4 0.3 -0.6
C 5.234 1.076 -1.481 -0.4 -0.3 0.5
C 4.207 1.959 -0.769 0.1 0.1 -0.4
C 2.818 1.841 -1.396 0.1 0.4 -0.2
C 1.762 2.703 -0.676 0.1 -0.6 0.1
C 0.626 1.890 -0.033 -0.2 0.6 0.0
C 0.047 2.575 1.221 0.5 -0.9 -0.4
C -1.381 2.135 1.494 -0.2 1.9 0.1
C -2.458 2.738 0.560 -0.3 -0.2 0.5
C -3.826 2.748 1.299 0.2 -0.6 -0.3
C -5.062 2.347 0.493 -0.2 0.1 0.0
C -5.017 0.909 -0.086 0.1 0.6 0.9
Si -5.800 -0.408 1.006 -0.3 0.7 -0.5
O -5.687 -1.775 0.150 -0.5 0.1 0.4
Si -6.697 -2.774 -0.666 -0.3 -1.0 -0.3
Cl -6.937 -4.521 0.302 0.1 0.0 0.1
P -5.420 -3.121 -2.512 0.4 0.2 0.4
O -5.946 -2.281 -3.767 -0.1 -0.3 0.3
O -5.586 -4.637 -2.917 0.1 0.4 -0.2
S -3.588 -2.633 -2.001 0.4 0.2 -0.1
P -4.559 -0.921 2.882 0.0 -0.9 -0.4
S -3.333 -2.418 2.310 -0.4 -0.3 0.9
H 7.426 -4.205 1.339 -0.1 -0.1 0.1
H 6.504 -3.725 2.789 0.0 -0.1 0.0
H 7.700 -2.644 2.077 0.0 -0.1 0.0
H 4.999 -3.417 0.943 -0.1 0.2 0.0
H 5.566 -1.779 1.350 -0.2 -0.1 0.1
H 7.404 -2.938 -0.536 -0.1 -0.2 -0.2
H 5.763 -3.098 -1.214 0.1 0.0 -0.1
H 7.056 -0.935 -1.790 0.0 0.0 0.0
H 6.979 -0.542 -0.071 0.1 0.1 -0.1
H 4.644 -0.932 -1.961 -0.3 -0.2 0.3
H 4.456 -0.523 -0.225 0.0 -0.1 0.0
H 5.085 1.185 -2.557 0.3 0.1 0.0
H 6.238 1.412 -1.218 0.0 0.1 -0.1
H 4.182 1.726 0.302 0.0 0.0 0.0
H 4.523 3.001 -0.883 -0.1 0.0 0.2
H 2.919 2.214 -2.418 -0.1 -0.2 -0.1
H 2.514 0.792 -1.481 -0.1 0.0 0.1
H 2.262 3.266 0.116 0.0 0.1 -0.1
H 1.321 3.413 -1.376 0.0 0.1 0.1
H -0.180 1.798 -0.778 0.1 -0.3 -0.1
H 1.003 0.892 0.234 -0.1 0.0 0.0
H 0.684 2.294 2.063 0.0 0.2 0.1
H 0.115 3.659 1.124 -0.2 0.0 0.0
H -1.462 1.060 1.464 0.7 1.1 1.2
H -1.657 2.455 2.502 0.0 -0.3 0.1
H -2.172 3.765 0.338 0.1 -0.1 -0.2
H -2.527 2.220 -0.407 0.1 0.1 0.0
H -3.961 3.729 1.754 -0.1 0.0 0.0
H -3.747 2.037 2.135 -0.1 0.1 0.1
H -5.929 2.431 1.156 0.0 0.1 -0.1
H -5.257 3.051 -0.318 0.2 0.0 0.0
H -3.978 0.664 -0.316 -0.2 0.0 -0.5
H -5.554 0.899 -1.037 0.0 -0.3 0.0
H -7.162 -0.057 1.434 0.0 0.0 0.1
H -8.040 -2.226 -0.901 0.2 0.3 0.0
H -5.684 -1.358 -3.678 0.1 0.2 -0.3
H -4.843 -4.926 -3.473 -0.1 -0.3 0.0
H -5.432 -1.427 3.855 0.0 0.4 0.3
H -3.861 0.185 3.394 -0.3 0.0 0.3
Ba -2.025 -0.684 0.568 0.4 -1.8 -2.5
```
Positions in Å, forces in eV/Å.